*w*
DFT (ωB97M-V/def2-TZVPD) results for a 2-piece molecular cluster, C24H32N3O overall.

XYZ file:
```
60
C24H32N3O (ωB97M-V/def2-TZVPD)
C 1.207 3.621 1.286
N 0.598 2.335 1.536
C -0.188 2.181 2.651
O -0.346 3.020 3.534
C -0.844 0.828 2.570
C -2.358 0.969 2.406
C -2.715 1.840 1.223
C -2.773 3.229 1.379
C -3.067 4.050 0.294
C -3.318 3.483 -0.962
C -3.285 2.092 -1.116
C -3.005 1.272 -0.021
N -0.175 0.224 1.405
C -0.616 -0.940 0.905
C -0.324 -1.421 -0.373
C -0.135 -2.778 -0.609
C 0.551 -3.343 -1.742
C 0.989 -4.700 -1.725
C 1.708 -5.234 -2.789
C 1.999 -4.443 -3.912
C 1.564 -3.112 -3.958
C 0.844 -2.565 -2.895
C 0.838 1.111 0.776
C 2.353 0.642 0.799
C 2.788 0.491 2.252
C 3.203 1.642 0.020
C 2.559 -0.685 0.092
H 0.564 4.400 1.714
H 2.192 3.681 1.771
H 1.306 3.789 0.209
H -0.579 0.248 3.470
H -2.804 -0.027 2.313
H -2.714 1.445 3.332
H -2.578 3.664 2.366
H -3.088 5.133 0.429
H -3.557 4.124 -1.810
H -3.476 1.640 -2.091
H -3.003 0.181 -0.130
H -1.238 -1.527 1.590
H -0.275 -0.697 -1.194
H -0.474 -3.479 0.162
H 0.756 -5.313 -0.850
H 2.049 -6.269 -2.754
H 2.561 -4.863 -4.748
H 1.783 -2.495 -4.831
H 0.472 -1.538 -2.952
H 0.559 1.288 -0.283
H 2.156 -0.243 2.765
H 3.820 0.121 2.287
H 2.750 1.436 2.804
H 2.750 1.835 -0.962
H 3.356 2.594 0.533
H 4.201 1.217 -0.164
H 2.197 -0.656 -0.942
H 3.639 -0.889 0.053
H 2.090 -1.524 0.608
N -3.229 -2.603 -1.248
H -3.170 -2.257 -2.206
H -4.217 -2.673 -1.010
H -2.852 -3.551 -1.258
```

- Kohn-Sham gap: 7.18 eV
- HOMO energy: -11.774 eV
- Net charge: +1

*x*
DFT (ωB97M-V/def2-TZVPD) results for a 2-piece molecular cluster, C24H32N3O overall.

XYZ file:
```
60
C24H32N3O (ωB97M-V/def2-TZVPD)
C 2.477 -2.107 -5.290
C 3.157 -3.143 -4.385
C 2.848 -2.735 -2.946
N 1.835 -1.666 -3.023
C 1.109 -1.284 -1.978
C 0.072 -0.325 -2.075
C -1.126 -0.401 -1.379
C -2.253 0.437 -1.741
C -3.584 -0.053 -1.693
C -4.661 0.747 -2.079
C -4.448 2.073 -2.489
C -3.142 2.578 -2.542
C -2.059 1.771 -2.195
C 1.531 -1.280 -4.398
H 3.236 -1.436 -5.708
H 1.942 -2.560 -6.127
H 2.786 -4.151 -4.585
H 4.234 -3.146 -4.544
H 2.494 -3.576 -2.342
H 3.758 -2.356 -2.462
H 1.282 -1.780 -1.015
H 0.225 0.514 -2.768
H -1.278 -1.198 -0.638
H -3.742 -1.106 -1.434
H -5.666 0.327 -2.120
H -5.290 2.699 -2.786
H -2.967 3.584 -2.912
H -1.045 2.153 -2.293
H 1.689 -0.208 -4.560
H 0.485 -1.466 -4.680
C 3.488 -1.187 2.833
C 2.992 -0.077 1.942
N 1.897 0.718 2.507
C 2.263 1.923 3.308
C 2.226 3.196 2.500
C 0.601 0.189 2.459
C -0.481 1.046 2.817
N -1.751 0.620 3.160
C -2.088 -0.718 3.312
C -3.384 -1.079 3.638
C -4.388 -0.123 3.786
C -4.027 1.228 3.669
C -2.724 1.586 3.393
O 0.419 -0.981 2.033
H 4.244 -1.776 2.314
H 3.931 -0.808 3.753
H 2.663 -1.849 3.087
H 3.800 0.622 1.713
H 2.640 -0.499 0.996
H 1.583 1.990 4.170
H 3.270 1.744 3.704
H 2.566 4.023 3.123
H 2.885 3.135 1.632
H 1.214 3.413 2.158
H -0.274 2.079 3.085
H -1.284 -1.435 3.210
H -3.612 -2.134 3.763
H -5.423 -0.399 3.972
H -4.769 2.024 3.781
H -2.375 2.624 3.368
```

- Kohn-Sham gap: 4.79 eV
- HOMO energy: -8.992 eV
- Net charge: +1

It turns out *w* is the most stable, with the second structure 1.962 eV higher.

*w*
DFT (ωB97M-V/def2-TZVPD) results for C2H8KN4O2 as an isolated structure.

XYZ file:
```
17
C2H8KN4O2 (ωB97M-V/def2-TZVPD)
K 1.074 1.462 -3.015
C 2.110 -0.040 0.114
O 2.524 0.873 -0.573
N 1.584 -1.152 -0.369
N 2.179 -0.025 1.406
H 1.684 -1.254 -1.369
H 1.095 -1.771 0.262
H 2.162 -0.927 1.859
H 2.682 0.764 1.789
C -1.889 0.488 -0.339
O -1.322 0.822 -1.371
N -3.076 0.884 -0.138
N -1.458 -0.453 0.447
H -3.618 0.280 0.462
H -3.289 1.645 -0.768
H -1.754 -0.538 1.409
H -0.689 -1.057 0.194
```

- Kohn-Sham gap: 9.93 eV
- HOMO energy: -13.158 eV
- Net charge: +1

*x*
DFT (ωB97M-V/def2-TZVPD) results for C2H8KN4O2 as an isolated structure.

XYZ file:
```
17
C2H8KN4O2 (ωB97M-V/def2-TZVPD)
K 5.904 -7.652 21.041
C 5.765 -3.718 21.075
O 5.719 -4.934 20.986
N 5.291 -2.984 21.966
N 6.245 -2.962 20.156
H 5.367 -1.986 21.832
H 4.897 -3.280 22.848
H 6.692 -3.629 19.543
H 5.763 -2.095 19.963
C 4.679 -9.025 18.027
O 4.201 -8.962 19.186
N 5.933 -9.377 17.875
N 4.045 -8.904 16.942
H 6.274 -9.836 18.708
H 6.036 -9.777 16.954
H 4.615 -8.610 16.161
H 3.097 -9.224 16.804
```

- Kohn-Sham gap: 10.14 eV
- HOMO energy: -13.196 eV
- Net charge: +1

It turns out *w* is the most stable, with the second structure 0.732 eV higher.

*w*
DFT (ωB97M-V/def2-TZVPD) results for the molecule C3H4.

XYZ file:
```
7
C3H4 (ωB97M-V/def2-TZVPD)
C -0.325 1.941 -0.002
C -0.091 0.722 -0.095
C 0.180 -0.816 0.206
H -0.550 2.460 -0.826
H -0.658 -1.479 0.236
H 0.740 -1.507 -0.496
H 0.704 -1.320 0.978
```

- Kohn-Sham gap: 11.08 eV
- HOMO energy: -10.272 eV
- SMILES string: C#CC

*x*
DFT (ωB97M-V/def2-TZVPD) results for the molecule C3H4.

XYZ file:
```
7
C3H4 (ωB97M-V/def2-TZVPD)
C 1.676 -0.047 0.003
C 0.454 -0.183 0.014
C -0.946 -0.023 0.012
H 2.749 0.157 0.038
H -1.413 0.026 0.991
H -1.356 -0.948 -0.537
H -1.162 1.017 -0.521
```

- Kohn-Sham gap: 10.83 eV
- HOMO energy: -9.766 eV
- SMILES string: C#CC

It turns out *x* is the most stable, with the second structure 1.791 eV higher.

*w*
DFT (ωB97M-V/def2-TZVPD) results for C30H36F4N3O2RuSe as an isolated structure.

XYZ file:
```
77
C30H36F4N3O2RuSe (ωB97M-V/def2-TZVPD)
Ru -0.711 -0.542 -0.173
C 2.488 -0.624 -1.327
C 1.638 0.429 -2.016
N 0.172 0.152 -2.024
C -0.480 1.330 -2.684
C -1.912 1.630 -2.260
C -0.028 -1.053 -2.883
C -1.472 -1.509 -2.963
N -1.954 -1.722 -1.605
C -3.186 -2.203 -1.412
C -3.690 -2.327 -0.082
F -2.892 -1.943 0.943
C -4.939 -2.806 0.219
F -5.306 -2.880 1.514
C -5.831 -3.219 -0.756
C -5.383 -3.107 -2.057
F -6.203 -3.483 -3.063
C -4.134 -2.630 -2.386
F -3.835 -2.578 -3.712
H 3.493 -0.223 -1.180
H 2.578 -1.547 -1.901
H 2.052 -0.867 -0.358
H 1.963 0.551 -3.061
H 1.769 1.386 -1.517
H -0.432 1.175 -3.770
H 0.141 2.197 -2.465
H -2.462 0.726 -2.011
H -2.425 2.157 -3.070
H -1.927 2.255 -1.368
H 0.565 -1.861 -2.454
H 0.363 -0.849 -3.890
H -1.492 -2.419 -3.576
H -2.063 -0.770 -3.515
H -6.815 -3.590 -0.515
C -0.248 0.834 1.010
C -0.702 0.664 2.408
C -0.792 -0.656 2.885
C -1.284 -0.944 4.147
C -1.671 0.080 5.003
C -1.555 1.394 4.566
C -1.083 1.682 3.296
H -0.432 -1.466 2.255
H -1.347 -1.977 4.471
H -2.041 -0.141 5.997
H -1.839 2.208 5.225
H -1.004 2.714 2.976
C 6.250 4.100 1.816
C 4.827 3.709 1.515
C 4.003 4.521 0.747
C 2.681 4.183 0.488
C 1.851 5.111 -0.358
C 2.144 2.990 1.010
Se 0.295 2.657 0.537
C 2.961 2.157 1.783
C 2.476 0.878 2.409
C 4.282 2.537 2.014
H 6.666 4.722 1.022
H 6.886 3.220 1.926
H 6.315 4.669 2.748
H 4.397 5.442 0.327
H 2.447 5.964 -0.687
H 0.986 5.483 0.195
H 1.457 4.599 -1.240
H 1.826 0.312 1.744
H 1.890 1.086 3.309
H 3.325 0.257 2.695
H 4.906 1.876 2.609
N -1.388 -4.986 -1.551
C -1.035 -4.502 -0.216
C 0.262 -3.718 -0.273
O 1.085 -4.106 -1.261
O 0.533 -2.814 0.472
H -2.019 -5.774 -1.492
H 0.559 -4.735 -1.797
H -1.884 -4.247 -2.042
H -0.850 -5.355 0.442
H -1.783 -3.870 0.247
```

- Kohn-Sham gap (spin up / spin down): 5.35 / 5.62 eV
- HOMO energy (spin up / spin down): -2.735 / -2.998 eV
- Net charge: -1

*x*
DFT (ωB97M-V/def2-TZVPD) results for C30H36F4N3O2RuSe as an isolated structure.

XYZ file:
```
77
C30H36F4N3O2RuSe (ωB97M-V/def2-TZVPD)
Ru 0.288 0.241 0.766
C 3.530 0.446 1.739
C 3.013 1.695 1.051
N 1.905 1.479 0.070
C 1.530 2.833 -0.450
C 0.086 3.006 -0.905
C 2.434 0.639 -1.033
C 1.379 0.257 -2.048
N 0.261 -0.373 -1.352
C -0.788 -0.815 -2.053
C -1.917 -1.335 -1.355
F -1.881 -1.350 -0.007
C -3.030 -1.840 -1.975
F -4.033 -2.316 -1.214
C -3.154 -1.883 -3.356
C -2.086 -1.383 -4.066
F -2.133 -1.394 -5.415
C -0.953 -0.873 -3.465
F 0.026 -0.422 -4.296
H 4.156 0.746 2.582
H 4.129 -0.187 1.083
H 2.688 -0.144 2.109
H 3.832 2.211 0.526
H 2.618 2.377 1.799
H 2.227 3.084 -1.261
H 1.713 3.536 0.361
H -0.317 2.110 -1.370
H 0.030 3.841 -1.612
H -0.553 3.222 -0.051
H 2.819 -0.272 -0.579
H 3.269 1.162 -1.522
H 1.861 -0.408 -2.775
H 1.069 1.147 -2.610
H -4.032 -2.280 -3.841
C -0.185 1.128 2.329
C -1.322 0.502 3.029
C -1.400 -0.898 2.934
C -2.471 -1.604 3.462
C -3.485 -0.939 4.139
C -3.407 0.445 4.273
C -2.349 1.154 3.726
H -0.574 -1.434 2.463
H -2.503 -2.683 3.361
H -4.315 -1.487 4.566
H -4.185 0.979 4.809
H -2.307 2.230 3.836
C 4.703 3.696 7.153
C 3.634 3.474 6.115
C 3.181 4.514 5.316
C 2.178 4.329 4.372
C 1.741 5.503 3.538
C 1.593 3.061 4.211
Se 0.216 2.983 2.853
C 2.039 1.996 5.008
C 1.452 0.614 4.932
C 3.049 2.230 5.940
H 5.371 4.509 6.865
H 5.305 2.798 7.298
H 4.266 3.958 8.121
H 3.622 5.501 5.422
H 2.317 6.393 3.795
H 0.680 5.719 3.685
H 1.869 5.299 2.472
H 1.312 0.292 3.901
H 0.468 0.588 5.408
H 2.098 -0.101 5.445
H 3.390 1.395 6.545
N 0.886 -3.662 -2.123
C 0.581 -3.653 -0.693
C 1.618 -2.830 0.049
O 2.801 -2.774 -0.586
O 1.440 -2.326 1.125
H 0.458 -4.455 -2.582
H 2.618 -3.133 -1.482
H 0.502 -2.824 -2.545
H 0.656 -4.677 -0.316
H -0.407 -3.268 -0.419
```

- Kohn-Sham gap (spin up / spin down): 5.62 / 5.53 eV
- HOMO energy (spin up / spin down): -2.979 / -2.890 eV
- Net charge: -1

It turns out *x* is the most stable, with the second structure 0.159 eV higher.